No. 1
A 4-piece molecular cluster, C7H23NO3 overall at a distorted geometry. Source: the OMol25 dataset; level of theory: wB97M-V/def2-TZVPD.

Last column: Mulliken charge in e.
Element x y z (Å)
O 0.80498 -4.48937 -0.59659  -0.637
O -2.31834 0.28816 -3.86758  -0.649
O -3.35202 0.11233 2.56127  -0.634
N 1.54828 0.28175 -0.33911  -0.281
C 0.94631 -0.90555 0.18794  -0.990
C 0.16146 2.04787 -1.33248  -0.624
C 0.48582 -2.35309 2.17419  -1.249
C -1.33305 1.73538 -1.39319  -1.342
C 0.45759 -0.91599 1.64757  0.321
C 0.90178 1.57321 -0.07623  1.062
C 1.92623 2.61193 0.39115  -1.851
H 2.74434 2.72014 -0.32359  0.402
H 0.57002 1.52173 -2.19444  0.244
H 1.56713 -1.78142 -0.01488  0.624
H -1.59958 0.71613 -1.09371  0.190
H 2.53983 0.32877 -0.16141  0.278
H 1.50634 -2.72794 2.09110  0.441
H 0.15492 -4.51177 0.11678  0.315
H 0.30875 3.10178 -1.58183  0.320
H -1.95237 2.28729 -0.67221  0.339
H -1.70533 1.97125 -2.37961  0.498
H 0.19119 -2.42861 3.21893  0.406
H 1.43162 3.58479 0.38451  0.467
H -2.87744 0.84550 2.96242  0.313
H -0.57412 -0.57467 1.73205  -0.156
H 0.15658 1.46703 0.72041  0.041
H -2.77811 -0.50474 2.10451  0.342
H -0.16971 -2.97927 1.57759  0.077
H -1.60889 0.60277 -4.44007  0.322
H 0.29454 -4.20079 -1.36059  0.308
H 0.10316 -1.27705 -0.42623  0.124
H 1.06586 -0.22004 2.22966  0.248
H -1.83293 -0.27439 -3.24601  0.315
H 2.23521 2.34688 1.39968  0.413

Output
SMILES string   CCCN[C@@H](C)CC.O.O.O
Gap between HOMO and LUMO   9.04 eV
HOMO   -8.644 eV
ΔE to the lowest compared entry with this formula, charge and spin   84.3 kJ/mol
E_LUMO   0.40 eV

***

No. 2
A 6-piece molecular cluster, C7H24ClO9 overall at a distorted geometry. Source: the OMol25 dataset; level of theory: wB97M-V/def2-TZVPD.

Last column: Mulliken charge in e.
Element x y z (Å)
Cl 1.36354 0.58993 0.05040  1.759
O 1.10424 0.27613 3.70013  -0.518
O 4.45096 3.50430 -1.41089  -0.567
O 1.66657 1.44810 -1.04828  -0.691
O 0.21953 1.09061 0.79571  -0.847
O 0.89457 -0.67898 -0.48950  -0.671
O 2.48872 0.41356 0.84299  -0.627
O -3.93069 -0.26945 -1.98769  -0.590
O -2.06217 1.40317 -0.88333  -0.601
O 0.26653 -2.67589 1.84541  -0.506
C -1.37829 2.07794 -2.00267  -0.643
C -2.23646 -1.86695 -2.69598  -0.775
C 1.88142 1.42313 4.00038  -0.533
C 4.86663 3.06039 -0.14837  -0.340
C -1.92840 -2.83595 0.94790  -0.524
C -3.56565 -1.59991 -1.92522  -0.076
C -0.57512 -3.54212 1.12607  -0.360
H -2.45814 -2.61583 1.87474  0.299
H 3.54759 3.27374 -1.63972  0.331
H 4.73733 1.97864 -0.11366  0.139
H -1.85207 -1.83409 0.52534  -0.126
H 1.09269 0.39643 2.74776  0.299
H -2.42039 -1.50485 -3.70750  0.337
H 4.17341 3.55356 0.53304  0.178
H -0.86849 2.92145 -1.53715  0.277
H -3.23616 0.24006 -1.56385  0.449
H -0.68856 -4.47776 1.67361  0.298
H 1.83220 1.71912 5.04826  0.281
H -0.65289 1.42089 -2.48245  0.230
H 2.90565 1.22213 3.68628  0.216
H -3.40867 -1.70688 -0.85191  0.101
H -1.41261 1.38972 -0.17659  0.395
H -0.16845 -3.90737 0.18304  0.251
H -1.92250 -2.90628 -2.59941  0.328
H 0.49663 -1.93714 1.27715  0.333
H 1.43025 2.19952 3.38252  0.214
H -4.44852 -2.17342 -2.20757  0.305
H -1.37095 -1.32439 -2.31567  0.013
H 5.94181 3.21544 -0.05866  0.264
H -2.73714 -3.34223 0.42092  0.379
H -2.03795 2.38152 -2.81555  0.322

Output
Total charge   -1
Gap between HOMO and LUMO   9.99 eV
HOMO   -6.790 eV
ΔE to the lowest compared entry with this formula, charge and spin   0.0 kJ/mol
E_LUMO   3.20 eV

***

No. 3
A 4-piece molecular cluster, C7H24N2O6P overall at a distorted geometry. Source: the OMol25 dataset; level of theory: wB97M-V/def2-TZVPD.

Last column: Mulliken charge in e.
Element x y z (Å)
P -3.01892 0.44295 2.15125  0.212
O -0.55123 -0.79730 1.92537  -0.428
O 0.40886 -2.78873 -1.91594  -0.469
O 3.36971 -0.00705 -1.23445  -0.446
O -0.91686 0.57082 3.89769  -0.525
O -3.45131 0.35939 0.46643  -0.457
O -1.63368 2.42385 -1.57830  -0.466
N -3.56959 -1.12728 2.88598  -0.678
N 1.05210 1.53352 1.31681  -0.136
C -1.11058 0.47316 2.41266  0.481
C -0.11470 -0.71786 0.52269  0.157
C 4.16824 1.15088 -1.39571  -0.551
C 1.16414 0.30526 0.42853  -0.379
C 0.28835 -4.17388 -1.64891  -0.563
C -0.37746 1.81273 1.78670  -0.698
C -1.20324 1.81011 -2.77935  -0.480
H -0.80867 0.81500 -2.56005  0.121
H 1.66604 1.39188 2.17124  0.468
H 3.72607 1.96974 -0.82347  0.203
H -3.84801 -0.55939 0.30562  0.308
H 3.78652 -0.71611 -1.75307  0.285
H 0.21490 -1.80636 0.16060  -0.070
H 1.39402 2.41549 0.84265  0.432
H -0.26394 2.58778 2.68742  0.289
H 0.55550 -2.69381 -2.87247  0.284
H -0.96215 -0.38647 -0.22823  0.172
H 4.20397 1.42568 -2.45280  0.269
H -2.04418 1.73557 -3.47327  0.314
H -1.60641 1.27457 4.16866  0.438
H -0.41650 2.42091 -3.22817  0.232
H 1.20874 -4.68413 -1.94347  0.260
H -1.04255 2.34662 0.98472  0.352
H 0.12214 -4.31609 -0.57856  0.239
H -2.83346 -1.36946 3.61450  0.347
H -2.33118 1.85972 -1.20316  0.249
H 5.17709 0.95340 -1.02527  0.274
H -3.36526 -1.82752 2.11069  0.289
H -0.56016 -4.58053 -2.20450  0.265
H 2.18281 -0.22792 0.73315  0.242
H 1.34086 0.70086 -0.67422  0.165

Output
Total charge   +1
Gap between HOMO and LUMO   8.55 eV
HOMO   -11.603 eV
E_LUMO   -3.05 eV

***

No. 4
A 6-piece molecular cluster, C7H25NO5 overall at a distorted geometry. Source: the OMol25 dataset; level of theory: wB97M-V/def2-TZVPD.

Last column: Mulliken charge in e.
Element x y z (Å)
O -2.06389 0.86485 -2.63820  -0.615
O -2.99320 0.91127 2.19661  -0.583
O 0.32028 0.30336 -2.14576  -0.683
O -2.16083 2.42953 -0.43860  -0.628
O 2.20028 -0.60271 -3.02475  -0.658
N -0.02150 -2.61398 1.32388  -0.380
C 0.25622 2.47112 0.84691  -0.915
C 1.64196 2.13872 1.30910  -0.709
C 1.72351 0.75981 2.00157  -0.699
C 0.52408 -2.61930 -1.10985  0.497
C 0.97504 -1.53979 1.38035  -0.220
C 0.65977 -0.27822 1.59604  0.187
C 0.40752 -3.44542 0.13789  -0.646
H 2.76385 0.24100 2.00144  0.339
H 2.07764 -1.96810 1.21147  0.147
H -3.12285 1.04216 3.17516  0.311
H 1.52367 0.10642 -3.39269  0.347
H 2.54117 2.27953 0.53613  0.258
H 1.80718 2.84813 2.04379  0.366
H 0.00654 1.70631 -0.09791  0.012
H 1.57615 -3.01466 -1.53198  0.198
H -0.41696 2.43010 1.75276  0.323
H -3.12469 0.02636 2.08326  0.270
H 1.55581 0.78343 3.10715  0.304
H -1.06112 -2.28562 1.22819  0.306
H 0.64851 -1.61476 -0.81116  -0.632
H -1.87501 1.22876 -1.83478  0.449
H -0.22203 1.00646 -1.87889  -0.116
H 0.10174 3.47728 0.48532  0.583
H 1.29714 -4.00342 0.50990  0.350
H -2.11364 2.41050 0.50106  0.264
H -1.92797 -0.05265 -2.54770  0.307
H -0.28422 -2.61206 -1.83009  0.456
H 0.42175 -0.30099 -1.44791  0.353
H -0.41182 -4.22846 -0.16648  0.280
H -3.04886 2.80711 -0.56420  0.263
H 2.33559 -0.22644 -2.16332  0.308
H -0.44680 0.03958 1.79801  0.004

Output
SMILES string   CCC/C=C/NCC.O.O.O.O.O
Gap between HOMO and LUMO   8.52 eV
HOMO   -8.429 eV
ΔE to the lowest compared entry with this formula, charge and spin   483.9 kJ/mol
E_LUMO   0.09 eV

***

No. 5
A 6-piece molecular cluster, C7H27O6 overall at a distorted geometry. Source: the OMol25 dataset; level of theory: wB97M-V/def2-TZVPD.

Last column: Mulliken charge in e.
Element x y z (Å)
O 24.82700 28.36600 44.73800  -0.375
O 26.73500 26.97300 46.51600  -0.368
O 28.48200 26.30200 48.39300  -0.442
O 27.40400 24.45800 45.58300  -0.554
O 27.03800 29.07700 48.56800  -0.433
O 28.51900 28.71100 45.05100  -0.579
C 28.93200 28.28000 43.77200  0.367
C 24.44000 27.43500 43.73700  -0.760
C 28.74300 26.74200 43.57700  -0.837
C 28.24200 23.39500 45.93000  -0.836
C 25.91700 29.97800 48.58500  -0.734
C 28.22600 28.99100 42.65300  -1.439
C 29.70000 26.93500 47.99100  -0.362
H 27.84500 22.86700 46.71100  0.294
H 28.46200 28.55800 41.72700  0.435
H 24.28000 29.15300 44.57900  0.274
H 29.93100 28.36900 43.50000  0.494
H 27.64700 26.38900 43.71600  -0.054
H 27.87500 29.51100 48.85100  0.292
H 27.32400 27.56900 45.89000  0.373
H 27.06100 27.19000 47.40600  0.417
H 25.00200 27.33500 42.86400  0.291
H 26.27300 30.98800 48.18000  0.277
H 27.29500 24.24000 44.62200  0.328
H 28.58500 29.91400 42.77600  0.488
H 28.41100 25.85900 49.26800  0.288
H 23.56400 27.75500 43.20400  0.442
H 29.02100 23.84100 46.33000  0.271
H 24.37800 26.47500 44.31900  0.158
H 27.14500 26.00800 46.15200  0.558
H 29.13900 29.57200 45.10000  0.357
H 30.59000 26.61600 48.87100  0.293
H 29.10100 26.25200 44.47300  0.206
H 25.13800 29.75400 48.05700  0.370
H 27.17500 28.79300 42.79900  0.216
H 30.10000 26.68800 46.94700  0.149
H 29.68100 28.08400 48.04100  0.111
H 28.38600 22.78900 45.09000  0.433
H 25.31800 30.11800 49.66500  0.234
H 29.21600 26.14300 42.71700  0.356

Output
Total charge   +1
Gap between HOMO and LUMO   10.67 eV
HOMO   -13.102 eV
ΔE to the lowest compared entry with this formula, charge and spin   459.3 kJ/mol
E_LUMO   -2.43 eV

***

No. 6
C7H27O7Ti2 as an isolated structure at a distorted geometry. Source: the OMol25 dataset; level of theory: wB97M-V/def2-TZVPD.

Last column: Mulliken charge in e.
Element x y z (Å)
Ti -2.15428 1.39533 -0.42584  0.307
Ti 0.58570 -0.08060 1.31679  -0.102
O -3.33767 3.35949 0.11317  -0.225
O -0.84756 -0.12057 -0.24391  -0.539
O 2.16656 -0.28821 2.91742  -0.305
O -2.97420 0.72855 1.74051  -0.469
O 1.99957 -1.51369 0.04770  -0.088
O -1.61654 2.61982 -2.58461  -0.322
O 1.13841 -4.14510 -1.18656  -0.498
C -0.39089 -0.62710 -1.51907  0.285
C 3.34421 -1.52939 -0.49897  -0.950
C -1.94520 1.03036 2.64027  0.219
C 2.33941 -4.98836 -1.21795  -0.611
C -3.81268 3.76208 1.41646  -0.583
C -1.84477 2.09210 -3.90459  -0.705
C 3.58518 -0.07768 2.77159  -0.446
H 3.63458 1.02724 2.48346  0.225
H 1.62104 -2.12406 -0.59191  0.198
H -2.18371 0.74628 3.66135  0.337
H 1.95077 -0.46514 3.87786  0.268
H 2.13852 -5.95054 -1.70441  0.388
H -3.17221 3.44121 2.23796  0.172
H -1.07562 0.49063 2.30671  -0.293
H -4.84385 3.41643 1.56084  0.269
H -1.79188 2.08545 2.59297  0.267
H -3.94719 4.84591 1.38893  0.344
H 3.76945 -0.54932 -0.30572  0.434
H -3.00027 -0.28196 1.66783  0.319
H -3.20088 4.10264 -0.45552  0.263
H -0.81065 3.11357 -2.51864  0.243
H 3.93235 -0.62878 1.89396  0.085
H -2.79935 1.56380 -3.93990  0.280
H 4.11616 -0.24317 3.68861  0.354
H 0.43387 -4.77948 -1.22390  0.298
H -0.77528 -1.65138 -1.73155  0.208
H 3.03166 -4.50090 -1.83455  0.210
H 0.66779 -0.53596 -1.47329  0.113
H 2.63990 -4.96291 -0.16718  0.204
H -1.90143 2.83777 -4.65805  0.314
H 3.90263 -2.34097 -0.03271  0.253
H -1.09190 1.32828 -4.18735  0.263
H 3.20358 -1.64139 -1.61625  0.361
H -0.68332 0.03972 -2.30193  -0.346

Output
Total charge   +1
Gap between HOMO and LUMO (alpha / beta)   5.27 / 10.22 eV
HOMO (alpha / beta)   -7.353 / -12.780 eV
ΔE to the lowest compared entry with this formula, charge and spin   0.0 kJ/mol
Multiplicity   7
E_LUMO (alpha / beta)   -2.08 / -2.56 eV